(1)
Computed, not measured: a molecular structure, C23H55N3OP4ScSe, with wB97M-V/def2-TZVPD.

As for the energy relative to the best compared isomer or geometry (same formula, charge and spin): 0.0 kcal/mol. The HOMO energy is -16.72 eV. The lowest unoccupied orbital energy is -0.3775 Eh. Its net charge is +3. Its total energy is -154441.496 eV.

Geometry as XYZ:
```
88
Properties=species:S:1:pos:R:3:forces:R:3:mulliken_charge:R:1
C 0.41638 -1.79767 4.76825 0.158 -0.322 0.225 -1.09
C 1.72489 -3.36544 -0.63254 0.483 0.423 -0.147 -1.18
H 4.60841 -0.74010 0.65183 -0.059 0.289 -0.344 0.30
C 3.33275 -0.15789 -5.65760 -0.262 -0.057 0.105 -0.56
H -1.45932 2.26056 3.78432 -0.250 -0.176 -0.072 0.37
P -3.07913 -0.23790 -0.87010 -2.002 0.027 -0.579 1.32
H 3.35467 0.01189 -7.81862 -0.153 -0.060 0.293 0.41
C -1.03613 3.70502 -1.99564 -0.305 -0.470 -0.121 -1.22
H -3.89059 -1.85388 0.79797 -0.097 0.010 -0.313 0.27
C -0.87324 3.60178 0.82609 -0.258 -0.165 0.147 -1.06
H -0.48580 -3.18875 -2.94971 -0.074 -0.225 0.114 0.39
P -0.26802 2.71189 -0.65563 0.110 1.587 0.448 0.58
H -0.76260 4.68683 0.69140 -0.006 -0.303 0.041 0.51
H -5.11351 -1.46440 -0.44881 0.257 -0.040 0.021 0.53
H -1.93549 3.36708 0.98123 0.217 0.166 -0.006 0.26
C -4.07604 1.13630 -0.16804 0.446 0.280 0.233 -1.14
H 0.90932 0.43872 -7.97603 0.056 -0.082 0.310 0.40
H 2.01645 -2.90297 3.04877 0.017 0.357 -0.096 0.46
H -0.32258 -2.94246 1.77518 -0.149 -0.207 -0.387 -0.16
C -2.18682 1.46920 3.58393 -0.136 0.143 0.254 -0.58
H -1.78542 -3.35927 0.82827 0.260 -0.077 0.054 0.29
C 0.85800 1.56277 4.87759 0.100 0.087 0.272 -1.06
C 2.74718 0.03070 -6.91340 -0.358 0.191 0.291 -0.52
H 2.07270 2.65702 -1.34946 0.013 0.215 0.069 0.25
H -3.31264 -1.02818 -3.18690 -0.045 0.175 0.078 0.37
P -0.03207 0.04106 2.86434 0.053 -0.012 1.696 -0.55
H 4.38144 0.91275 -1.98484 0.311 -0.265 0.260 0.31
H 3.02725 -0.22653 -3.51344 -0.050 0.084 -0.287 0.10
H -0.10991 1.35741 5.34905 0.293 -0.004 -0.130 0.37
H -0.52691 -1.43430 5.17826 0.193 -0.033 -0.044 0.38
P 0.03090 -2.66715 -0.63898 0.121 -1.707 0.233 0.80
H -1.83117 -3.65777 -1.87421 0.277 -0.040 -0.074 0.29
H -3.13045 -0.82394 2.52294 0.125 0.023 0.232 0.01
H 4.40593 -0.35209 -5.59372 -0.389 0.029 0.110 0.44
H -4.78545 -0.22388 -2.59558 0.113 0.010 0.064 0.46
H 0.42729 -2.89369 4.84093 0.010 0.285 0.049 0.40
H 2.68361 -1.24627 3.20000 -0.220 -0.308 -0.119 0.35
H -0.32250 3.28382 1.72166 -0.096 0.059 -0.233 0.20
H 0.50951 -0.80299 -1.99637 -0.047 0.841 -2.402 0.02
H 2.42402 -2.64797 -1.08517 -0.027 -0.318 0.119 0.19
C -0.73855 -3.64260 -1.98260 -0.155 0.411 -0.221 -1.19
O 0.01897 0.08095 1.34141 -0.021 -0.194 -1.733 2.10
H 1.79769 2.05237 1.68114 0.083 -0.164 0.336 -0.17
H 2.05728 -3.58179 0.39127 -0.126 0.107 -0.306 0.39
H 2.43551 2.62666 3.24670 -0.071 -0.217 -0.225 0.48
C 1.45504 3.35225 -0.76880 0.258 -0.352 -0.096 -1.25
C -0.69006 -3.44120 0.86213 -0.163 0.290 0.210 -0.69
C 2.02327 1.76054 2.71463 0.052 -0.063 -0.063 -0.76
H -3.38550 0.75270 -3.10326 -0.033 -0.170 0.081 0.37
H -0.40618 -4.50427 0.88688 -0.105 0.297 -0.093 0.50
H 1.63082 0.93387 5.34546 -0.204 0.216 -0.084 0.33
H -2.72188 1.70124 2.64885 0.113 -0.063 0.256 -0.23
C 4.50824 0.13733 0.00120 0.298 -0.112 -0.799 -0.59
H 1.86025 -1.75926 1.68941 -0.004 0.096 0.308 -0.10
C 2.56133 -0.08587 -4.48769 0.002 0.184 0.297 0.13
H -0.71976 3.32276 -2.97489 -0.053 0.233 0.133 0.45
H -0.72462 4.75557 -1.89907 -0.119 -0.377 -0.006 0.49
H -1.94277 -1.91421 3.30741 -0.163 0.315 0.021 0.33
H 1.11033 2.61610 5.05536 -0.085 -0.285 -0.002 0.39
H -5.13399 0.93650 -0.37880 0.248 0.045 0.031 0.55
H 1.90008 3.46473 0.22763 -0.145 -0.019 -0.303 0.48
H 2.77913 0.95884 2.70305 -0.109 0.352 0.005 0.20
H -3.08503 -0.97977 4.30689 0.078 -0.061 -0.349 0.44
N -1.52306 0.16180 3.51513 0.009 -0.110 -0.479 0.12
Se 0.04587 0.54462 -3.00209 1.890 -1.957 -0.913 0.19
H 1.25246 -1.39875 5.36319 -0.256 -0.142 -0.133 0.34
H -0.47600 0.52274 -5.90281 0.157 -0.003 -0.184 0.43
C 1.19016 0.18313 -4.58114 0.309 -0.124 -0.885 0.35
Sc -0.45344 -0.01545 -0.60143 -0.340 1.159 2.846 -1.43
N 0.54712 -1.43810 3.34386 0.085 0.476 -0.328 0.31
N 0.79357 1.35089 3.41828 -0.004 -0.129 -0.237 0.30
H -3.93286 1.21726 0.91850 -0.101 -0.010 -0.318 0.21
H -3.79126 2.08944 -0.63779 -0.113 -0.245 0.167 0.30
H -3.77277 -2.58165 -0.83022 -0.112 0.221 0.171 0.37
H 1.45367 4.33124 -1.27147 -0.033 -0.335 0.210 0.47
H -0.34204 -4.66694 -1.94857 -0.228 0.289 0.015 0.49
C 0.59411 0.33905 -5.84542 -0.346 0.111 0.592 -0.43
H 4.45863 -0.94532 -1.84232 0.229 0.347 0.244 0.39
H 4.56837 1.10929 0.50168 -0.116 -0.294 -0.261 0.31
C 1.37288 0.28026 -7.00235 0.229 -0.073 0.206 -0.72
C -4.05121 -1.67571 -0.27361 0.445 -0.321 0.216 -1.17
H 1.73904 -4.29729 -1.21638 -0.022 0.316 0.212 0.48
C 1.85639 -1.84655 2.78337 -0.076 -0.089 0.143 -0.81
C -2.47065 -0.95610 3.39487 0.011 -0.131 0.316 -0.85
C 4.48297 0.03100 -1.34297 -0.729 0.030 0.957 -0.66
H -2.13042 3.63660 -1.93851 0.226 0.105 -0.056 0.32
H -2.91283 1.43828 4.40828 0.173 0.075 -0.260 0.45
C -3.69328 -0.17648 -2.61156 0.506 -0.045 -0.004 -1.33
```
Forces are in eV/Å.

(2)
Computed, not measured: a molecular structure, C32H25F6N5O4Sn, with wB97M-V/def2-TZVPD.

As for the energy relative to the best compared isomer or geometry (same formula, charge and spin): 59.8 kcal/mol. The HOMO energy is -7.75 eV. The lowest unoccupied orbital energy is -0.0260 Eh. Its total energy is -71366.445 eV.

Geometry as XYZ:
```
73
Properties=species:S:1:pos:R:3:forces:R:3:mulliken_charge:R:1
N -0.29207 1.08848 1.85489 -0.149 0.093 0.085 0.48
H -5.28971 0.22108 3.86643 -0.001 -0.010 0.002 0.44
H -0.06698 -2.55709 -2.99619 -0.001 0.005 0.003 0.44
H 4.81620 -1.70474 -4.96771 -0.006 0.001 0.001 0.41
C 3.79978 -1.06816 3.96315 -0.046 -0.021 -0.023 -1.98
H -4.61237 0.34263 0.78787 0.016 -0.005 -0.011 0.53
F 4.81822 1.59769 4.24488 -0.033 0.010 -0.015 -0.28
C 1.79479 0.66091 -4.54472 -0.038 -0.013 -0.010 -0.09
H 0.15263 0.44720 3.74349 -0.023 0.026 -0.025 0.60
H -0.87026 2.70154 -2.32000 -0.002 -0.004 -0.017 0.30
H -3.61946 -0.15288 -5.44384 0.000 -0.003 0.002 0.40
C 3.41383 -0.84534 -3.59362 -0.005 -0.014 0.000 -0.40
C -1.83467 -1.33257 -5.61613 -0.015 0.005 0.003 -0.44
C -0.95531 1.94521 1.07034 -0.007 0.013 -0.092 0.57
F 4.23379 0.99557 0.91780 0.008 -0.021 0.041 -0.24
H 1.94211 0.98278 -6.65612 0.001 -0.001 0.004 0.40
C -3.80673 -0.75284 2.62691 -0.016 0.116 -0.024 1.22
C 3.58838 1.41059 3.72805 0.009 -0.023 0.001 0.59
H -0.04453 -2.51041 -5.47775 0.003 0.003 -0.007 0.43
H -2.70415 3.63882 3.40936 0.011 -0.002 0.003 0.44
H -4.46631 -0.88885 5.91881 0.003 -0.006 -0.001 0.42
C -3.93218 -0.33396 1.27392 -0.091 0.065 0.017 -0.73
H -2.33353 2.78276 -1.32072 0.003 -0.015 0.014 0.38
H 0.94166 1.31113 -4.41018 0.003 -0.002 -0.005 0.46
N -3.02638 -0.94928 0.55372 0.188 -0.092 -0.142 1.30
C -2.84153 -0.68511 -4.91121 0.017 -0.005 -0.002 -0.79
C -0.62406 1.90630 -0.37319 -0.128 -0.057 0.031 0.54
C -1.85100 -1.40028 -2.83885 -0.058 0.047 0.011 0.86
C 3.44176 0.05882 2.98904 0.088 0.097 -0.029 1.19
F 4.22468 -1.15323 1.12101 0.038 0.040 0.063 -0.24
Sn 1.09412 -0.67120 0.76017 -0.055 -0.474 0.244 1.33
C -2.89765 -1.97224 4.92523 0.000 0.001 0.001 -0.54
C 3.44067 -0.38379 -5.95226 -0.002 -0.008 0.017 -0.36
O 2.29766 -0.40409 -1.09982 0.142 -0.006 0.188 -0.77
C 1.73757 0.18810 -2.07863 0.068 -0.016 -0.161 0.00
H 4.82904 -1.00757 4.31269 0.001 0.010 0.005 0.39
F 3.31618 2.46685 2.95275 -0.015 -0.021 0.014 -0.25
H 3.64276 -2.01834 3.45587 0.014 -0.001 0.004 0.43
C -1.30293 2.05341 3.78126 -0.033 -0.072 -0.010 -0.97
C -2.85376 -0.72171 -3.52535 0.012 0.014 -0.015 -0.13
O -0.86803 -2.04188 -0.77967 -0.306 0.122 -0.131 -0.68
O -2.25589 -1.79271 1.35380 -0.033 0.055 0.004 -0.22
N -2.87706 -0.87012 -0.75359 -0.127 -0.011 0.113 -1.20
H -3.63634 -0.22528 -2.96856 0.003 -0.006 -0.010 0.43
C -2.24799 -2.27076 3.74263 -0.002 0.017 0.009 -0.71
C 4.42248 0.00174 1.79489 -0.062 -0.031 -0.063 0.42
H 3.12465 -1.01319 4.81484 -0.005 -0.012 -0.005 0.41
C 2.32324 0.00357 -3.43693 -0.008 -0.029 0.050 0.47
C -3.98881 -1.08733 4.96888 0.029 -0.003 -0.002 -0.51
C 2.35494 0.46943 -5.79691 -0.008 -0.019 -0.001 -0.79
H -1.00237 3.90589 -1.02264 -0.006 -0.004 -0.005 0.41
H -1.40557 -2.94546 3.69044 -0.007 -0.004 -0.002 0.52
F 5.71282 0.02601 2.16354 -0.005 0.011 0.000 -0.29
H -2.38210 3.54644 0.94971 -0.005 -0.005 -0.006 0.49
N 0.67804 0.97248 -1.99744 -0.088 0.029 0.128 -1.03
N 0.24967 1.03266 -0.70800 0.197 0.161 0.066 1.10
H -2.55684 -2.43455 5.84197 -0.009 0.007 0.001 0.41
H -1.82868 -1.30566 -6.69870 0.002 0.003 0.007 0.42
C -2.74412 -1.64100 2.61400 0.115 -0.088 -0.021 0.29
C -0.84223 -2.04176 -3.54756 0.040 -0.013 -0.035 -0.51
O 2.15196 -0.03025 2.54677 0.151 0.128 -0.389 -0.73
C -2.02323 2.91776 2.97495 -0.019 -0.017 -0.027 -0.66
F 2.72090 1.45112 4.76045 0.021 0.017 0.002 -0.28
C -0.83656 -2.01334 -4.93280 0.034 0.045 0.013 -0.68
H 3.87510 -0.53419 -6.93264 0.002 0.001 0.003 0.40
C -1.80569 -1.47927 -1.34387 0.218 -0.054 0.027 0.12
C 3.96841 -1.04201 -4.84980 -0.005 0.021 0.005 -0.70
H -1.38846 2.07598 4.85832 -0.002 0.007 -0.001 0.49
C -0.45221 1.14209 3.17221 -0.012 -0.046 0.034 -0.46
H 3.81385 -1.34319 -2.72062 0.003 0.001 -0.012 0.48
C -4.45628 -0.46731 3.83020 0.020 0.054 0.026 -1.03
C -1.85219 2.86505 1.59943 -0.017 0.048 0.056 -0.86
C -1.24564 2.88283 -1.31864 -0.011 -0.041 0.000 -1.90
```
Forces are in eV/Å.

no.,frontier orbital gap (eV),F_max (eV/A)
1,6.4,3.1
2,7.0,0.5